2 unconnected molecules or ions with the total composition C9H12F4N at a distorted geometry, computed with wB97M-V/def2-TZVPD.

Last columns: bonded neighbours and bond lengths (Å).
CARTESIAN COORDINATES (ANGSTROEM)
1 F 2.2164 -0.2048 1.0449  C12 1.337
2 F 2.9686 -0.3592 -1.7278  C13 1.364
3 F 4.5546 -1.7123 -1.1387  C13 1.324
4 F 4.6194 0.3743 -0.5733  C13 1.347
5 N -0.0640 0.2904 -0.6998  C7 1.477, C9 1.465, C10 1.241
6 C -0.7761 -1.9254 -0.9120  C9 1.521, C14 1.527, H17 1.086, H21 1.090
7 C -1.0108 0.0588 0.4103  N5 1.477, C14 1.527, H15 1.093, H19 1.092
8 C 1.3830 2.3988 -0.6365  C10 1.336, C11 1.374, H25 1.090
9 C -0.1924 -0.7669 -1.7055  N5 1.465, C6 1.521, H16 1.094, H20 1.088
10 C 0.7513 1.2251 -0.7300  N5 1.241, C8 1.336
11 C 2.5568 2.7233 0.0003  C8 1.374, H22 1.075, H23 1.074
12 C 3.0829 -1.0739 0.5154  F1 1.337, C13 1.481, H18 1.075
13 C 3.8171 -0.6980 -0.7144  F2 1.364, F3 1.324, F4 1.347, C12 1.481
14 C -1.7578 -1.2132 0.0155  C6 1.527, C7 1.527, H24 1.087, H26 1.090
15 H -0.4364 -0.0700 1.3314  C7 1.093
16 H -0.9042 -0.4208 -2.4613  C9 1.094
17 H -1.2594 -2.6558 -1.5544  C6 1.086
18 H 3.3802 -1.8949 1.1430  C12 1.075
19 H -1.6628 0.9263 0.5290  C7 1.092
20 H 0.7607 -0.9689 -2.1899  C9 1.088
21 H 0.0029 -2.4285 -0.3390  C6 1.090
22 H 2.9356 3.7276 -0.0513  C11 1.075
23 H 3.1177 2.0147 0.5799  C11 1.074
24 H -2.0171 -1.8106 0.8863  C14 1.087
25 H 0.8775 3.1865 -1.1959  C8 1.090
26 H -2.6753 -0.9703 -0.5206  C14 1.090

Computed properties:
ΔE to the lowest compared entry with this formula, charge and spin = 1.8 kcal/mol
energy = -803.96085 a.u.
LUMO energy (alpha / beta) = -0.15611 / -0.18371 Ha
gap between HOMO and LUMO (alpha / beta) = 8.3 / 8.3 eV
HOMO level (alpha / beta) = -12.56 / -13.31 eV
charge = +1

Atomic partial charges in e from the natural (NBO) method, atoms 1 to 5: F -0.316; F -0.337; F -0.285; F -0.309; N -0.302

2 unconnected molecules or ions with the total composition C9H12F6N2O at a distorted geometry, computed with wB97M-V/def2-TZVPD.

Last columns: bonded neighbours and bond lengths (Å).
CARTESIAN COORDINATES (ANGSTROEM)
1 F 1.4399 -0.2267 -0.8830  C13 1.311
2 F 2.7385 -2.3297 -0.4270  C17 1.311
3 F 1.7951 -3.3951 -2.0523  C17 1.324
4 F 0.9487 -1.1660 -2.8006  C13 1.328
5 F -4.2323 0.1776 0.5999  C11 1.368
6 F 0.8048 -3.2328 -0.1445  C17 1.335
7 O 2.6449 3.2346 2.0597  C10 1.339
8 N -0.5079 -1.2044 -1.0875  C12 1.376, C13 1.460, C14 1.340
9 N -2.2555 -0.8032 0.1121  C11 1.473, C14 1.328, C18 1.383
10 C 3.3649 3.1157 0.9371  O7 1.339, C15 1.545, H25 1.126, H28 1.128
11 C -3.1440 -0.3851 1.2094  F5 1.368, N9 1.473, C16 1.503, H29 1.090
12 C -1.5899 -1.5956 -1.8424  N8 1.376, C18 1.366, H22 1.072
13 C 0.8984 -1.2619 -1.4770  F1 1.311, F4 1.328, N8 1.460, C17 1.579
14 C -0.9298 -0.7272 0.0912  N8 1.340, N9 1.328, H19 1.076
15 C 2.5510 2.4647 -0.2035  C10 1.545, H20 1.094, H23 1.090, H30 1.105
16 C -2.4808 0.5680 2.1638  C11 1.503, H24 1.085, H26 1.088, H27 1.086
17 C 1.5970 -2.6000 -1.0125  F2 1.311, F3 1.324, F6 1.335, C13 1.579
18 C -2.6954 -1.3495 -1.0793  N9 1.383, C12 1.366, H21 1.072
19 H -0.2930 -0.3196 0.8566  C14 1.076
20 H 1.6608 3.0632 -0.4195  C15 1.094
21 H -3.7360 -1.4855 -1.2997  C18 1.072
22 H -1.5274 -2.0027 -2.8324  C12 1.072
23 H 2.2345 1.4762 0.1304  C15 1.090
24 H -3.2284 0.8525 2.8972  C16 1.085
25 H 3.7608 4.0785 0.5092  C10 1.126
26 H -1.6885 0.0586 2.7086  C16 1.088
27 H -2.0852 1.4468 1.6633  C16 1.086
28 H 4.2949 2.4841 1.0292  C10 1.128
29 H -3.4704 -1.2847 1.7311  C11 1.090
30 H 3.1301 2.3493 -1.1377  C15 1.105

Computed properties:
energy = -1133.92039 a.u.
LUMO energy = -0.05185 Ha
gap between HOMO and LUMO = 3.0 eV
HOMO level = -4.44 eV

Atomic partial charges in e from the natural (NBO) method, atoms 1 to 5: F -0.250; F -0.268; F -0.289; F -0.277; F -0.328

2 unconnected molecules or ions with the total composition C9H12FNO2 at a distorted geometry, computed with wB97M-V/def2-TZVPD.

Last columns: bonded neighbours and bond lengths (Å).
CARTESIAN COORDINATES (ANGSTROEM)
1 F 1.0273 -1.8698 0.0567  C11 1.277
2 O -1.4269 1.7601 -0.5426  C10 1.499, H18 1.208
3 O 3.5017 -1.8574 0.0184  C8 1.347
4 N -3.1012 -0.2071 0.5033  C7 1.487, C13 1.471, H25 1.059
5 C 3.4657 0.5976 -0.0416  C6 1.461, C8 1.388, H17 1.157
6 C 2.5853 1.7383 0.1993  C5 1.461, C9 1.410, H19 1.116
7 C -3.1684 -1.3739 -0.4152  N4 1.487, H15 1.279, H16 1.070, H24 1.116
8 C 2.8820 -0.6612 0.0019  O3 1.347, C5 1.388, C11 1.465
9 C 1.1771 1.7743 0.1441  C6 1.410, C12 1.394, H14 1.185
10 C -0.8659 0.3707 -0.5206  O2 1.499, C12 1.596, C13 1.599, H23 1.186
11 C 1.4221 -0.6669 -0.1136  F1 1.277, C8 1.465, C12 1.390
12 C 0.6654 0.4991 -0.0879  C9 1.394, C10 1.596, C11 1.390
13 C -1.6497 -0.2295 0.7377  N4 1.471, C10 1.599, H20 1.103, H21 1.163
14 H 0.7017 2.7350 0.6493  C9 1.185
15 H -2.3535 -1.0109 -1.3324  C7 1.279
16 H -2.9900 -2.2966 0.0964  C7 1.070
17 H 4.6190 0.6208 -0.1280  C5 1.157
18 H -2.5630 1.5309 -0.8851  O2 1.208
19 H 3.0247 2.7032 0.5477  C6 1.116
20 H -1.2843 -1.1928 1.1302  C13 1.103
21 H -1.3768 0.4649 1.6293  C13 1.163
22 H 4.5436 -1.6045 -0.8172  no bonds
23 H -0.9112 -0.1214 -1.5992  C10 1.186
24 H -4.2384 -1.6278 -0.6065  C7 1.116
25 H -3.6867 -0.0751 1.3756  N4 1.059

Computed properties:
ΔE to the lowest compared entry with this formula, charge and spin = 154.4 kcal/mol
energy = -654.98759 a.u.
LUMO energy = -0.01312 Ha
gap between HOMO and LUMO = 8.1 eV
HOMO level = -8.45 eV

Atomic partial charges in e from the natural (NBO) method, atoms 1 to 5: F -0.294; O -0.744; O -0.620; N -0.681; C -0.296

C9H12N2 in the gas phase at a distorted geometry, computed with wB97M-V/def2-TZVPD.

Last columns: bonded neighbours and bond lengths (Å).
CARTESIAN COORDINATES (ANGSTROEM)
1 N 1.3459 1.8353 -1.9193  C7 1.395, H18 0.998, H23 1.058
2 N 0.0547 2.8137 -0.2469  C6 1.274, C7 1.365
3 C 0.0996 -2.0918 0.9206  C8 1.541, C11 1.490, H17 1.113, H22 1.090
4 C 0.5624 -0.8437 -1.1835  C8 1.516, C9 1.511, H15 1.078, H21 1.078
5 C -0.9029 1.5076 1.4485  C6 1.384, C10 1.421, H19 1.105
6 C -0.5609 2.7155 0.8646  N2 1.274, C5 1.384, H16 1.112
7 C 0.4967 1.6600 -0.8265  N1 1.395, N2 1.365, C9 1.420
8 C 0.0450 -2.1522 -0.6186  C3 1.541, C4 1.516, H12 1.076, H20 1.053
9 C 0.0911 0.3654 -0.4089  C4 1.511, C7 1.420, C10 1.389
10 C -0.5584 0.2823 0.8157  C5 1.421, C9 1.389, C11 1.474
11 C -0.8351 -1.0389 1.4088  C3 1.490, C10 1.474, H13 1.056, H14 1.107
12 H -0.9717 -2.3999 -0.8681  C8 1.076
13 H -0.7484 -0.9956 2.4602  C11 1.056
14 H -1.9056 -1.3002 1.3011  C11 1.107
15 H 0.2884 -0.7350 -2.2205  C4 1.078
16 H -0.8058 3.6764 1.3687  C6 1.112
17 H -0.1718 -3.1323 1.2067  C3 1.113
18 H 1.3525 2.7514 -2.3148  N1 0.998
19 H -1.4768 1.5685 2.3906  C5 1.105
20 H 0.5668 -2.9868 -0.9927  C8 1.053
21 H 1.6391 -0.7939 -1.1692  C4 1.078
22 H 1.0923 -1.8355 1.2894  C3 1.090
23 H 1.3028 1.1298 -2.7061  N1 1.058

Computed properties:
SMILES = Nc1nccc2c1CCCC2
ΔE to the lowest compared entry with this formula, charge and spin = 12.3 kcal/mol
energy = -459.66796 a.u.
LUMO energy = 0.03400 Ha
gap between HOMO and LUMO = 9.0 eV
HOMO level = -8.07 eV

Atomic partial charges in e from the natural (NBO) method, atoms 1 to 5: N -0.811; N -0.481; C -0.385; C -0.426; C -0.297

C9H12N2O in the gas phase at a distorted geometry, computed with wB97M-V/def2-TZVPD.

Last columns: bonded neighbours and bond lengths (Å).
CARTESIAN COORDINATES (ANGSTROEM)
1 O -4.3367 -1.0848 -0.1577  N2 1.260
2 N -3.1591 -0.7528 0.1446  O1 1.260, C4 1.519, C12 1.271
3 N 0.9490 -0.0043 0.2558  C6 1.439, C9 1.374, C10 1.357
4 C -3.0909 0.6565 0.7079  N2 1.519, C11 1.513, H20 1.146, H21 1.000
5 C -0.8824 1.3023 -0.1651  C8 1.447, C10 1.377, C11 1.512
6 C 1.6147 -1.2324 0.6017  N3 1.439, C7 1.510, H15 1.169, H19 1.126
7 C 2.6732 -1.6419 -0.3937  C6 1.510, H16 1.100, H17 1.049, H24 1.056
8 C 0.3223 2.0938 -0.2947  C5 1.447, C9 1.416, H22 1.128
9 C 1.4201 1.2717 0.0587  N3 1.374, C8 1.416, H14 1.111
10 C -0.4053 0.0746 0.2373  N3 1.357, C5 1.377
11 C -2.3694 1.5524 -0.2749  C4 1.513, C5 1.512, H18 1.182, H23 1.093
12 C -2.2138 -1.5260 -0.2071  N2 1.271, H13 1.068
13 H -2.3931 -2.5152 -0.5681  C12 1.068
14 H 2.4138 1.7344 0.2386  C9 1.111
15 H 2.0332 -1.1953 1.6928  C6 1.169
16 H 3.5509 -0.9791 -0.4085  C7 1.100
17 H 2.3935 -1.5909 -1.4040  C7 1.049
18 H -2.5893 2.6690 0.0436  C11 1.182
19 H 0.7482 -1.9509 0.6437  C6 1.126
20 H -4.1696 0.9109 0.9985  C4 1.146
21 H -2.4928 0.5841 1.5056  C4 1.000
22 H 0.2861 3.1583 -0.6650  C8 1.128
23 H -2.7675 1.3408 -1.2705  C11 1.093
24 H 3.0027 -2.6346 -0.2462  C7 1.056

Computed properties:
ΔE to the lowest compared entry with this formula, charge and spin = 188.7 kcal/mol
energy = -534.61070 a.u.
LUMO energy = -0.02598 Ha
gap between HOMO and LUMO = 7.6 eV
HOMO level = -8.33 eV

Atomic partial charges in e from the natural (NBO) method, atoms 1 to 5: O -0.545; N 0.030; N -0.430; C -0.217; C -0.200

C9H12N2O2 in the gas phase at a distorted geometry, computed with wB97M-V/def2-TZVPD.

Last columns: bonded neighbours and bond lengths (Å).
CARTESIAN COORDINATES (ANGSTROEM)
1 O -3.8415 -1.7792 -0.8504  N4 1.223
2 O 3.4603 -0.8404 0.1670  C8 1.331, C11 1.388
3 N -2.8992 0.0907 -0.1751  N4 1.258, C7 1.415, C10 1.416
4 N -3.2265 -0.7428 -1.0590  O1 1.223, N3 1.258
5 C 1.9104 0.8736 -0.1588  C8 1.400, C13 1.367, H14 1.096
6 C 1.1147 -1.2292 0.5176  C8 1.377, C9 1.406, H25 1.030
7 C -3.7861 0.0815 0.9277  N3 1.415, H15 1.119, H16 1.095, H20 1.111
8 C 2.1827 -0.4791 0.0784  O2 1.331, C5 1.400, C6 1.377
9 C -0.1917 -0.7180 0.4302  C6 1.406, C12 1.402, H23 1.150
10 C -1.9012 1.0942 -0.2016  N3 1.416, C12 1.527, H21 1.141, H22 1.155
11 C 4.6150 -0.5501 -0.5456  O2 1.388, H18 1.108, H19 1.127, H24 1.197
12 C -0.4780 0.5523 -0.0895  C9 1.402, C10 1.527, C13 1.422
13 C 0.6555 1.3304 -0.4513  C5 1.367, C12 1.422, H17 1.098
14 H 2.7492 1.5052 -0.4742  C5 1.096
15 H -4.6462 0.7555 0.6869  C7 1.119
16 H -4.0190 -0.9828 1.0345  C7 1.095
17 H 0.3345 2.2482 -0.9610  C13 1.098
18 H 5.3277 -1.1865 0.0143  C11 1.108
19 H 4.6813 -1.0223 -1.5668  C11 1.127
20 H -3.2348 0.5025 1.7956  C7 1.111
21 H -2.1258 1.7393 0.7125  C10 1.141
22 H -1.9943 1.8736 -1.0486  C10 1.155
23 H -0.9150 -1.5382 0.7855  C9 1.150
24 H 4.9056 0.6038 -0.4174  C11 1.197
25 H 1.3226 -2.1819 0.8491  C6 1.030

Computed properties:
SMILES = COc1ccc(CN(C)N=O)cc1
ΔE to the lowest compared entry with this formula, charge and spin = 106.2 kcal/mol
energy = -609.95459 a.u.
LUMO energy = 0.02524 Ha
gap between HOMO and LUMO = 9.1 eV
HOMO level = -8.37 eV

Atomic partial charges in e from the natural (NBO) method, atoms 1 to 5: O -0.421; O -0.520; N -0.216; N 0.217; C -0.271